1.
Below is a structure of composition C5H24B2Cl3CrMgO5S in a non-equilibrium geometry, with properties calculated with the ωB97M-V functional and the def2-TZVPD basis.

ORCA input file:
```
! RIJCOSX wB97M-V def2-TZVPD def2/J DEFGRID3
* xyz -1 5
Cr -2.6594 23.1950 7.3363
Mg -2.8895 23.5600 11.7042
Cl -4.8424 23.8989 12.8195
Cl -1.3449 21.2556 8.2592
Cl -4.8422 22.2628 6.4704
B -2.2430 21.5262 11.8172
H -2.2973 20.4193 12.1320
H -3.1912 21.8414 11.2795
H -2.0776 22.2134 12.7106
H -1.3458 21.6938 11.1052
B -3.2133 24.1327 9.3731
H -3.5099 24.5928 10.3672
H -2.2664 24.6877 8.9819
H -2.9610 23.0789 9.7261
H -4.0077 24.1287 8.5512
O -3.0781 27.5118 5.3099
S -3.8002 26.4640 6.0103
O -3.2413 25.1512 6.2184
O -4.1490 27.0403 7.4791
C -4.6104 28.3866 7.5729
C -3.9738 29.1764 8.7011
C -5.5286 26.1840 5.4418
H -5.6890 28.3286 7.7673
H -4.6045 28.9520 6.6388
H -4.1488 28.6929 9.6612
H -4.3328 30.1970 8.6025
H -2.8848 29.1380 8.6070
H -6.1607 26.5581 6.2405
H -5.6795 25.1147 5.2954
H -5.7821 26.6862 4.5097
C 0.5889 23.7924 6.4206
O -0.5951 24.2384 7.0749
H 0.4728 23.4536 5.3930
H 1.3766 24.5448 6.4488
H 0.9432 22.9294 6.9894
H -0.3679 25.0190 7.5869
C -0.4122 27.6363 8.3682
O 0.7668 26.8476 8.0815
H -0.9475 27.5789 7.4130
H -1.0997 27.1464 9.0622
H -0.2690 28.6662 8.6856
H 1.5134 27.4444 8.1787
*
```

As for the orbital gap (spin up / spin down): 0.263 / 0.278 Ha. The expectation value of S² is 6.02. Its HOMO energy (spin up / spin down) is -5.25 / -5.66 eV. The lowest unoccupied orbital energy (spin up / spin down) is 0.070 / 0.070 Ha.

2.
Below is a cluster of 7 separate species, C5H24Cl4F3N4O3S in total in a non-equilibrium geometry, with properties calculated with the ωB97M-V functional and the def2-TZVPD basis.

ORCA input file:
```
! RIJCOSX wB97M-V def2-TZVPD def2/J DEFGRID3
* xyz 3 1
N -3.4318 2.3657 -0.6542
H -4.2409 1.8856 -1.0401
H -3.2288 3.2759 -1.0791
H -2.5810 1.7611 -0.7459
H -3.6097 2.5065 0.3376
N -2.8868 -4.1092 -0.9680
H -3.5816 -4.1753 -1.7182
H -2.1874 -4.8522 -1.0271
H -3.4208 -4.2562 -0.1162
H -2.4800 -3.1413 -1.0447
N -1.6397 0.6157 3.7462
H -1.1973 0.2350 2.8733
H -1.9435 -0.2045 4.2772
H -2.4823 1.1172 3.4776
H -1.0656 1.2188 4.3418
N -4.0462 -1.1378 1.4429
H -3.9184 -2.1463 1.4686
H -4.9874 -0.9787 1.8404
H -4.1680 -0.7223 0.5208
H -3.4334 -0.6414 2.0780
C 0.8572 -0.7440 -0.3890
F 1.1803 -1.9459 0.0365
F 1.4547 0.1938 0.3119
F 1.1600 -0.6309 -1.6711
S -0.9775 -0.5613 -0.1732
O -1.2189 0.7000 -0.8724
O -1.5970 -1.7639 -0.7746
O -1.1260 -0.4125 1.2878
Cl 5.5365 0.1071 -1.9298
C 4.8239 -1.1189 -0.8914
C 5.6095 -2.4310 -0.8145
Cl 7.1911 -2.2847 0.0176
H 3.8565 -1.5180 -1.2226
H 4.4693 -0.7084 0.0549
H 5.8880 -2.8234 -1.7912
H 5.0962 -3.2618 -0.3317
Cl 4.2425 3.7889 -2.0656
C 2.6090 4.3065 -1.5727
C 1.9159 3.3002 -0.6709
Cl 0.3319 3.9070 -0.1370
H 2.2177 4.6043 -2.5408
H 2.7508 5.1890 -0.9486
H 2.4609 3.1471 0.2568
H 1.7984 2.3445 -1.1792
*
```

As for the orbital gap: 0.147 Ha. Its HOMO energy is -15.02 eV. The lowest unoccupied orbital energy is -0.405 Ha.

3.
Below is a cluster of 7 separate species, C5H24N10O7 in total in a non-equilibrium geometry, with properties calculated with the ωB97M-V functional and the def2-TZVPD basis.

ORCA input file:
```
! RIJCOSX wB97M-V def2-TZVPD def2/J DEFGRID3
* xyz 0 1
N 3.5099 -0.3819 -2.4692
C 3.4055 -0.4155 -1.0987
N 4.2447 -1.3354 -0.5309
O 2.6429 0.2839 -0.4598
H 2.8667 0.2068 -2.9660
H 3.9572 -1.1614 -2.9165
H 5.0487 -1.6791 -1.0260
H 4.2321 -1.5320 0.4516
N 0.0828 3.0833 0.6170
C 0.7560 4.1717 0.1261
N 1.3189 4.9714 1.0972
O 0.8020 4.4621 -1.0510
H -0.3185 2.4525 -0.0635
H 0.1998 2.8254 1.5798
H 1.8081 5.7525 0.6982
H 1.6091 4.6016 1.9835
N -2.5658 1.0139 -1.0691
C -1.6037 1.0831 -2.0387
N -2.0450 0.7774 -3.2864
O -0.4565 1.4187 -1.7877
H -3.5113 0.7244 -1.2474
H -2.3299 1.0593 -0.0945
H -3.0215 0.6014 -3.4302
H -1.4024 0.6896 -4.0498
N -1.1276 0.2201 3.2623
C -0.5819 0.0772 4.5029
N 0.2923 -0.9564 4.6572
O -0.8299 0.8559 5.4147
H -1.7276 1.0165 3.1511
H -0.7207 -0.1943 2.4320
H 0.6715 -1.1051 5.5726
H 0.6460 -1.4785 3.8783
N -0.4895 -2.1502 -1.6586
C -0.7797 -3.4382 -2.0091
N -2.0603 -3.8295 -1.7092
O 0.0280 -4.1936 -2.5219
H -1.1676 -1.4956 -1.3157
H 0.3718 -1.8161 -2.0543
H -2.6739 -3.1136 -1.3646
H -2.4453 -4.6841 -2.0598
O 0.2142 -0.2335 0.7071
H 0.8893 -0.8789 0.4808
H 0.4195 0.5180 0.1340
O -2.7752 -2.6528 1.1954
H -1.9372 -2.1770 1.1657
H -3.4460 -1.9639 1.1709
*
```

As for the structure (SMILES): NC(N)=O.NC(N)=O.NC(N)=O.NC(N)=O.NC(N)=O.O.O. As for the orbital gap: 0.345 Ha. For the energy relative to the best compared isomer or geometry (same formula, charge and spin), the calculation gives 0.021 eV. Its HOMO energy is -9.46 eV. The lowest unoccupied orbital energy is -0.003 Ha.

4.
Below is a cluster of 6 separate species, C5H24N2O5S in total in a non-equilibrium geometry, with properties calculated with the ωB97M-V functional and the def2-TZVPD basis.

ORCA input file:
```
! RIJCOSX wB97M-V def2-TZVPD def2/J DEFGRID3
* xyz 0 1
C -2.6024 1.0065 2.0708
N -2.4596 0.8127 0.6167
C -2.1428 -0.6292 0.3581
C -1.9445 -0.8048 -1.2011
N -0.5990 -1.2501 -1.4869
C 0.2631 -0.0845 -1.3257
C 1.5754 -0.2909 -2.0905
S 1.6312 -0.2469 -3.8853
H -3.1748 0.2198 2.5762
H -3.0272 1.9970 2.3154
H -1.6266 1.2062 2.5264
H -3.3877 0.8530 0.2000
H -1.1359 -0.8481 0.7267
H -2.7597 -1.3999 0.8271
H -2.7464 -1.4280 -1.5976
H -2.1313 0.2101 -1.5656
H -0.5801 -1.8552 -2.2913
H -0.1979 0.8357 -1.6940
H 0.5149 -0.0070 -0.2711
H 1.9226 -1.2744 -1.7079
H 2.3442 0.3338 -1.6391
H 1.4914 1.0902 -4.1061
O 1.1675 -3.1528 -0.0300
H 0.3736 -3.6677 0.1703
H 1.8534 -3.7956 -0.2700
O 0.0175 2.4583 0.2868
H -0.7621 1.9028 0.0682
H -0.3395 3.2620 0.6403
O 0.8892 0.5971 2.2266
H 1.5398 1.2760 2.4318
H 0.4367 1.0259 1.4616
O 2.8780 2.0110 0.3983
H 3.0300 1.0633 0.3644
H 2.0007 2.1277 -0.0360
O 2.9362 -1.0439 1.6046
H 2.0879 -0.5612 1.5763
H 2.6645 -1.9492 1.7517
*
```

As for the structure (SMILES): CNCCNCCS.O.O.O.O.O. As for the orbital gap: 0.342 Ha. For the energy relative to the best compared isomer or geometry (same formula, charge and spin), the calculation gives 1.809 eV. Its HOMO energy is -8.83 eV. The lowest unoccupied orbital energy is 0.018 Ha.